{
  "formula": "C38H87BO",
  "method": "ωB97M-V with the def2-TZVPD basis set",
  "symbols": ["O", "C", "C", "C", "C", "C", "C", "C", "C", "C", "C", "C", "C", "C", "C", "C", "C", "C", "C", "C", "C", "C", "C", "C", "C", "C", "C", "C", "C", "C", "C", "C", "C", "C", "C", "C", "C", "C", "C", "B", "H", "H", "H", "H", "H", "H", "H", "H", "H", "H", "H", "H", "H", "H", "H", "H", "H", "H", "H", "H", "H", "H", "H", "H", "H", "H", "H", "H", "H", "H", "H", "H", "H", "H", "H", "H", "H", "H", "H", "H", "H", "H", "H", "H", "H", "H", "H", "H", "H", "H", "H", "H", "H", "H", "H", "H", "H", "H", "H", "H", "H", "H", "H", "H", "H", "H", "H", "H", "H", "H", "H", "H", "H", "H", "H", "H", "H", "H", "H", "H", "H", "H", "H", "H", "H", "H", "H"],
  "xyz": [[-0.199, -1.439, -2.254], [-6.056, -3.252, -3.945], [-1.768, -2.008, -5.076], [-10.713, -6.691, -3.372], [8.776, 8.073, 1.382], [-4.549, -2.867, -4.114], [-2.428, -3.374, -5.413], [5.118, 0.686, 7.262], [3.493, 4.507, 1.397], [5.508, 3.785, 7.427], [7.526, 7.625, 2.141], [-5.143, -3.754, -0.224], [-2.497, -0.333, -1.680], [6.032, 1.499, 6.346], [-10.046, -7.312, -2.143], [4.606, 4.288, 6.307], [-5.855, -2.899, -1.348], [-11.021, -9.656, -2.400], [9.693, 9.029, 2.144], [2.299, 3.574, 1.202], [-6.381, -3.800, -2.517], [-8.577, -6.198, -4.676], [-3.597, -3.563, -0.218], [4.611, 3.893, 2.231], [-0.091, -0.066, -2.644], [8.582, 5.643, 3.354], [6.572, 2.797, 6.950], [-3.984, -3.344, -5.500], [-1.515, 0.600, -2.464], [7.789, 6.939, 3.482], [2.270, 3.193, -1.909], [3.198, 2.460, -0.947], [-0.240, -2.250, -4.810], [9.027, 10.354, 2.497], [5.809, 0.199, 8.530], [2.603, 2.277, 0.449], [-9.762, -8.810, -2.244], [-2.856, -4.564, -1.188], [-9.948, -6.863, -4.684], [0.166, -2.350, -3.263], [6.135, 1.031, 9.157], [-10.855, -5.621, -3.184], [-2.722, -1.267, -2.227], [6.013, 4.644, 7.880], [-5.990, -4.831, -2.427], [-8.665, -5.129, -4.468], [6.874, 8.487, 2.310], [-9.840, -7.924, -4.927], [8.065, 4.935, 2.701], [8.673, 10.864, 1.598], [-4.372, -2.747, -6.347], [4.229, 1.266, 7.527], [-1.928, 0.900, -3.446], [5.492, 1.725, 5.421], [-8.095, -6.312, -5.649], [-4.345, -4.384, -5.664], [-11.706, -9.493, -1.565], [10.569, 9.235, 1.521], [-3.330, -2.545, -0.556], [8.179, 10.213, 3.169], [-1.933, -4.121, -1.599], [6.825, 6.713, 3.948], [-1.421, 1.525, -1.858], [-3.925, -3.359, -3.341], [-2.616, -5.466, -0.592], [-3.518, -4.912, -2.005], [4.760, -0.185, 6.705], [-7.918, -6.641, -3.926], [8.700, 5.175, 4.333], [9.580, 5.818, 2.949], [1.675, 1.700, 0.367], [9.738, 11.013, 2.999], [-5.566, -3.425, 0.746], [-4.389, -1.774, -4.055], [6.681, -0.412, 8.289], [-2.155, -4.138, -4.654], [4.156, 2.984, -0.889], [-9.077, -9.014, -3.072], [-2.285, -1.440, -4.287], [-6.720, -2.412, -0.860], [0.341, 0.097, -3.647], [1.318, 2.665, -2.008], [-6.683, -2.379, -4.214], [9.356, 7.193, 1.084], [-10.764, -10.717, -2.422], [0.809, -3.297, -2.913], [-3.474, 0.161, -1.504], [2.725, 3.254, -2.899], [4.030, 3.476, 5.858], [3.889, 4.828, 0.430], [-9.106, -6.790, -1.936], [-1.838, -1.388, -5.999], [8.306, 7.620, 4.164], [0.412, -1.474, -5.277], [-7.484, -3.853, -2.432], [-11.716, -7.109, -3.493], [3.416, 1.470, -1.360], [0.596, 0.428, -1.925], [6.958, 6.942, 1.500], [8.460, 8.551, 0.449], [6.883, 0.877, 6.050], [5.125, -0.411, 9.124], [7.234, 2.562, 7.789], [3.896, 5.022, 6.692], [1.888, 3.314, 2.183], [-5.410, -4.818, -0.376], [1.507, 4.121, 0.681], [3.142, 5.414, 1.900], [4.245, 3.596, 3.216], [-2.034, -3.728, -6.387], [-10.543, -6.425, -5.490], [-10.686, -7.129, -1.274], [-2.025, -0.603, -0.717], [-11.549, -9.426, -3.327], [5.193, 4.768, 5.520], [10.070, 8.553, 3.054], [4.898, 3.338, 8.217], [-6.266, -4.074, -4.658], [0.024, -3.217, -5.288], [-9.243, -9.124, -1.333], [-5.190, -2.080, -1.688], [7.202, 3.290, 6.201], [3.285, 1.662, 1.043], [5.042, 3.016, 1.744], [2.065, 4.212, -1.576], [5.415, 4.619, 2.376], [-3.147, -3.712, 0.782]],
  "lowdin_charge": [-0.05, -0.19, -0.20, -0.23, -0.23, -0.21, -0.22, -0.27, -0.27, -0.27, -0.23, -0.20, -0.11, -0.23, -0.23, -0.11, -0.18, -0.11, -0.27, -0.23, -0.21, -0.12, -0.23, -0.10, -0.19, -0.11, -0.23, -0.20, -0.19, -0.27, -0.11, -0.27, -0.14, -0.11, -0.11, -0.23, -0.27, -0.10, -0.27, -0.25, 0.06, 0.11, 0.04, 0.10, 0.10, 0.07, 0.10, 0.10, 0.07, 0.07, 0.11, 0.10, 0.10, 0.10, 0.07, 0.11, 0.07, 0.10, 0.06, 0.06, 0.06, 0.10, 0.10, 0.09, 0.07, 0.06, 0.10, 0.07, 0.06, 0.07, 0.10, 0.07, 0.10, 0.10, 0.07, 0.12, 0.10, 0.10, 0.07, 0.10, 0.12, 0.05, 0.11, 0.10, 0.07, 0.08, 0.08, 0.07, 0.06, 0.10, 0.10, 0.12, 0.10, 0.10, 0.10, 0.10, 0.10, 0.11, 0.10, 0.11, 0.11, 0.07, 0.10, 0.07, 0.11, 0.10, 0.10, 0.11, 0.06, 0.11, 0.10, 0.11, 0.08, 0.06, 0.06, 0.10, 0.10, 0.09, 0.09, 0.10, 0.09, 0.10, 0.10, 0.07, 0.07, 0.05, 0.10],
  "smiles": "CCCCCCCCCCCBOCCC.CCCCCC.CCCCCC.CCCCCC.CCCCCC",
  "energy_ev": -43542.0858,
  "homo_lumo_gap_ev": 10.53,
  "homo_energy_ev": -9.806,
  "lumo_energy_ev": 0.72
}


{
  "formula": "C5H10ClN",
  "method": "ωB97M-V with the def2-TZVPD basis set",
  "symbols": ["Cl", "N", "C", "C", "C", "C", "C", "H", "H", "H", "H", "H", "H", "H", "H", "H", "H"],
  "xyz": [[1.119, 1.559, 1.236], [0.817, 0.456, -1.664], [1.235, -1.781, -0.306], [-0.342, 0.634, 0.785], [0.416, -0.889, -1.206], [-1.596, 1.408, 1.202], [-0.338, 0.264, -0.723], [1.745, -1.211, 0.465], [0.622, -2.532, 0.193], [1.986, -2.278, -0.927], [-1.266, 0.608, -1.212], [-0.229, -0.288, 1.355], [-1.615, 1.578, 2.266], [-1.699, 2.373, 0.706], [1.575, 0.724, -1.098], [-2.382, 0.810, 0.960], [-0.050, -1.436, -2.032]],
  "nbo_charge": [-0.08, -0.55, -0.64, -0.19, -0.08, -0.61, -0.12, 0.22, 0.22, 0.22, 0.21, 0.21, 0.22, 0.22, 0.35, 0.21, 0.19],
  "smiles": "C[C@H](Cl)[C@H]1N[C@H]1C",
  "energy_ev": -19358.6993,
  "homo_lumo_gap_ev": 10.64,
  "homo_energy_ev": -9.670,
  "lumo_energy_ev": 0.97,
  "de_lowest_kj_mol": 95.5
}


{
  "formula": "C5H4ClNS",
  "method": "ωB97M-V with the def2-TZVPD basis set",
  "symbols": ["Cl", "S", "N", "C", "C", "C", "C", "C", "H", "H", "H", "H"],
  "xyz": [[-3.716, -0.030, -0.204], [3.048, 0.184, -0.213], [-1.339, 1.252, -0.099], [-1.992, 0.013, -0.140], [1.630, -0.835, -0.153], [-1.022, -0.948, 0.116], [0.365, -0.365, 0.216], [-0.007, 1.085, 0.108], [0.353, 2.150, 0.301], [2.142, 1.252, 0.066], [1.720, -1.830, -0.438], [-1.182, -1.929, 0.440]],
  "nbo_charge": [0.05, 0.10, -0.43, 0.09, -0.20, -0.26, -0.17, -0.03, 0.24, 0.17, 0.22, 0.22],
  "smiles": "S/C=C1\\C=NC(Cl)=C1",
  "energy_ev": -30094.6421,
  "homo_lumo_gap_ev": 7.59,
  "homo_energy_ev": -8.653,
  "lumo_energy_ev": -1.06,
  "de_lowest_kj_mol": 225.3
}


{
  "formula": "C65H86N9O9",
  "method": "ωB97M-V with the def2-TZVPD basis set",
  "symbols": ["O", "O", "O", "O", "O", "O", "O", "O", "O", "N", "N", "N", "N", "N", "N", "N", "N", "N", "C", "C", "C", "C", "C", "C", "C", "C", "C", "C", "C", "C", "C", "C", "C", "C", "C", "C", "C", "C", "C", "C", "C", "C", "C", "C", "C", "C", "C", "C", "C", "C", "C", "C", "C", "C", "C", "C", "C", "C", "C", "C", "C", "C", "C", "C", "C", "C", "C", "C", "C", "C", "C", "C", "C", "C", "C", "C", "C", "C", "C", "C", "C", "C", "C", "H", "H", "H", "H", "H", "H", "H", "H", "H", "H", "H", "H", "H", "H", "H", "H", "H", "H", "H", "H", "H", "H", "H", "H", "H", "H", "H", "H", "H", "H", "H", "H", "H", "H", "H", "H", "H", "H", "H", "H", "H", "H", "H", "H", "H", "H", "H", "H", "H", "H", "H", "H", "H", "H", "H", "H", "H", "H", "H", "H", "H", "H", "H", "H", "H", "H", "H", "H", "H", "H", "H", "H", "H", "H", "H", "H", "H", "H", "H", "H", "H", "H", "H", "H", "H", "H"],
  "xyz": [[3.836, 26.719, -15.947], [1.391, 23.817, -8.824], [1.803, 25.905, -9.279], [4.550, 21.020, -10.306], [6.187, 20.491, -11.668], [5.197, 27.918, -14.625], [-0.655, 26.875, -13.906], [-1.769, 25.139, -13.130], [4.567, 23.856, -7.961], [-3.056, 22.467, -6.073], [-4.625, 22.844, -12.119], [0.999, 19.859, -9.382], [-2.850, 30.444, -7.150], [1.687, 29.560, -11.488], [4.994, 25.111, -8.259], [4.049, 32.627, -17.333], [-3.543, 27.105, -11.255], [-0.191, 24.371, -4.744], [-4.030, 23.360, -6.062], [-4.097, 24.272, -7.037], [-2.904, 21.434, -5.037], [-2.519, 21.319, -11.146], [3.858, 26.190, -6.316], [-2.301, 26.767, -10.809], [-1.371, 19.796, -9.576], [4.085, 21.084, -12.756], [2.790, 30.648, -13.786], [-5.622, 23.805, -12.689], [-2.231, 25.745, -15.315], [-1.041, 25.148, -4.009], [-1.696, 26.213, -4.599], [3.814, 32.618, -14.978], [-1.312, 26.617, -5.905], [-1.178, 28.764, -7.322], [-3.578, 27.768, -12.527], [3.312, 31.329, -14.974], [5.789, 25.191, -9.543], [6.295, 25.609, -6.167], [-2.151, 23.369, -8.083], [-2.216, 25.941, -9.656], [1.419, 24.785, -9.615], [-4.647, 26.770, -10.609], [1.054, 28.890, -10.261], [1.595, 29.917, -13.800], [-0.188, 19.318, -8.976], [-3.820, 21.281, -10.518], [0.130, 24.696, -6.053], [-3.481, 22.700, -12.847], [5.640, 27.470, -7.659], [1.152, 20.840, -10.289], [-1.655, 30.003, -7.662], [0.550, 23.340, -4.058], [-0.417, 25.860, -6.605], [-1.455, 25.937, -14.043], [-3.177, 28.321, -6.159], [-1.299, 20.797, -10.553], [4.987, 20.831, -11.460], [-4.581, 25.855, -9.588], [-2.420, 21.971, -12.400], [5.247, 26.069, -7.109], [1.052, 29.364, -12.626], [6.332, 26.641, -9.775], [3.630, 31.316, -17.338], [4.872, 24.810, -10.729], [6.829, 27.459, -8.593], [4.304, 33.245, -18.532], [-1.922, 27.890, -6.466], [3.476, 30.678, -12.570], [-3.634, 29.612, -6.413], [0.017, 21.320, -10.881], [7.118, 24.330, -9.533], [-3.338, 25.389, -9.137], [1.031, 24.615, -11.082], [2.898, 30.161, -11.443], [-4.821, 22.140, -11.036], [-2.117, 22.372, -7.046], [4.154, 27.160, -14.842], [-3.198, 24.345, -8.079], [-3.358, 31.736, -7.611], [2.202, 19.497, -8.680], [3.284, 30.657, -16.196], [3.290, 26.639, -13.657], [4.255, 33.244, -16.176], [7.212, 25.436, -6.729], [-2.321, 19.421, -9.227], [4.478, 34.293, -16.305], [-2.625, 32.446, -7.228], [3.032, 26.578, -6.913], [-4.333, 28.554, -12.550], [5.798, 28.257, -6.922], [-2.401, 26.793, -4.021], [-3.056, 26.457, -15.345], [-1.346, 23.407, -8.802], [-1.475, 27.038, -11.451], [0.264, 29.588, -9.987], [2.271, 26.699, -14.040], [-1.104, 30.695, -8.282], [-3.921, 27.028, -13.249], [4.385, 23.885, -10.417], [0.127, 28.807, -12.650], [-5.193, 24.539, -13.372], [6.986, 28.497, -8.888], [0.917, 24.134, -6.535], [0.095, 24.082, -11.247], [2.962, 29.644, -16.389], [7.741, 24.548, -8.666], [1.374, 23.748, -3.472], [4.862, 27.915, -8.280], [-0.184, 28.469, -7.627], [-1.497, 22.002, -12.960], [-4.788, 23.293, -5.296], [-3.509, 23.309, -13.739], [3.644, 32.930, -19.339], [2.771, 18.738, -9.217], [3.217, 20.440, -12.900], [-5.524, 25.594, -9.131], [2.822, 20.380, -8.525], [5.470, 27.201, -10.138], [7.703, 24.475, -10.442], [4.674, 20.811, -13.632], [-4.952, 24.923, -7.148], [-5.498, 27.085, -11.195], [3.892, 26.938, -5.523], [-3.868, 21.184, -4.594], [4.485, 31.064, -12.544], [3.789, 33.118, -14.021], [0.919, 22.675, -4.840], [-0.083, 22.750, -3.396], [-2.147, 21.768, -4.328], [-3.397, 31.738, -8.700], [3.625, 22.072, -12.786], [7.761, 27.187, -8.096], [4.109, 25.577, -10.862], [3.395, 25.566, -13.493], [-0.041, 26.105, -7.588], [1.856, 24.175, -11.642], [-5.838, 22.281, -10.702], [6.814, 23.292, -9.399], [5.362, 24.704, -11.696], [0.225, 22.130, -11.564], [1.001, 25.586, -11.575], [-4.359, 31.953, -7.238], [1.747, 28.810, -9.424], [6.053, 24.785, -5.495], [-1.189, 25.726, -9.398], [5.350, 33.071, -18.786], [7.069, 26.660, -10.578], [-0.127, 18.601, -8.171], [-6.244, 23.174, -13.323], [-2.626, 28.294, -12.603], [3.594, 30.829, -18.301], [-1.627, 26.015, -16.181], [2.131, 21.255, -10.478], [-2.474, 24.682, -15.349], [-3.886, 27.652, -5.694], [-2.582, 20.486, -5.469], [-4.609, 30.017, -6.189], [-1.280, 21.689, -7.052], [-6.160, 24.233, -11.843], [4.108, 34.317, -18.519], [3.334, 30.182, -10.455], [0.627, 27.916, -10.502], [1.009, 29.940, -14.707], [-4.063, 20.644, -9.680], [6.602, 26.398, -5.482], [3.381, 27.274, -12.776], [3.479, 25.228, -5.972], [1.973, 19.139, -7.676], [-1.194, 24.861, -2.979]],
  "lowdin_charge": [-0.01, -0.07, -0.06, -0.08, 0.02, -0.11, -0.04, -0.09, 0.17, -0.08, -0.08, -0.06, -0.08, -0.06, 0.14, -0.11, -0.09, -0.08, -0.01, 0.01, 0.05, -0.11, -0.01, 0.06, 0.03, -0.02, -0.11, 0.06, 0.00, 0.02, 0.05, 0.08, -0.12, 0.05, 0.03, -0.13, -0.39, -0.01, 0.07, 0.05, -0.80, -0.01, 0.04, 0.09, 0.05, 0.07, 0.04, 0.02, -0.15, 0.03, 0.01, 0.01, 0.02, -0.78, 0.01, -0.12, -0.70, 0.03, 0.07, -0.41, -0.01, -0.13, 0.06, 0.00, -0.16, -0.01, -0.11, 0.06, 0.06, 0.07, 0.05, -0.15, -0.01, 0.01, -0.02, 0.03, -0.74, -0.12, 0.04, 0.02, 0.07, -0.04, 0.07, 0.09, 0.12, 0.16, 0.12, 0.05, 0.12, 0.14, 0.13, 0.07, 0.11, 0.11, 0.08, 0.05, 0.14, 0.11, 0.07, 0.11, 0.10, 0.13, 0.12, 0.04, 0.14, 0.08, 0.13, 0.11, 0.12, 0.14, 0.17, 0.13, 0.13, 0.14, 0.05, 0.13, 0.10, 0.11, 0.12, 0.08, 0.13, 0.16, 0.09, 0.12, 0.15, 0.13, 0.11, 0.10, 0.10, 0.12, 0.04, 0.13, 0.06, 0.06, 0.10, 0.08, 0.15, 0.10, 0.12, 0.10, 0.06, 0.12, 0.09, 0.11, 0.11, 0.14, 0.14, 0.15, 0.13, 0.11, 0.16, 0.09, 0.13, 0.07, 0.13, 0.11, 0.16, 0.14, 0.10, 0.12, 0.14, 0.07, 0.14, 0.12, 0.12, 0.04, 0.07, 0.11, 0.16],
  "total_charge": 5,
  "energy_ev": -100579.4148,
  "homo_lumo_gap_ev": 1.34,
  "homo_energy_ev": -14.543,
  "lumo_energy_ev": -13.20
}